Molecular formula: CHBrClNO2
Method: DFT, ωB97M-V/def2-TZVPD

- HOMO (spin up / spin down) (eV) = -9.7 / -10.9

Cartesian coordinates (Å):
C (0.454, -0.130, 0.516)
N (0.016, 0.301, -0.791)
O (0.186, -0.537, -1.657)
O (-0.347, 1.455, -0.938)
Cl (0.455, 0.988, 1.826)
Br (1.481, -1.708, 0.460)
H (-2.245, -0.368, 0.586)